## one
Below is 2 unconnected molecules or ions with the total composition C5H12O2, with properties calculated with the ωB97M-V functional and the def2-TZVPD basis.

```
! wB97M-V def2-TZVPD RIJCOSX def2/J DEFGRID3
* xyz 0 1
C -1.6554 0.8128 2.1942
C -1.7888 -0.0151 0.9494
C -0.8490 -0.2686 0.0339
O -1.1835 -1.0133 -1.0621
C 0.5739 0.2403 0.0719
C 1.6215 -0.7941 -0.3213
O 1.4485 -1.1027 -1.7076
H -2.2826 1.7121 2.1399
H -1.9798 0.2524 3.0797
H -0.6297 1.1482 2.3770
H -2.7726 -0.4340 0.7437
H -0.3832 -1.1568 -1.5953
H 0.8147 0.6007 1.0753
H 0.6779 1.0962 -0.6066
H 1.5123 -1.6994 0.2918
H 2.6271 -0.3838 -0.1580
H 1.9676 -1.8876 -1.9215
H 1.0033 1.9738 -2.9073
H 1.1142 1.2416 -2.8351
*
```

## Properties
* M: 104.149 g mol⁻¹
* HOMO level: -8.07 eV
* orbital gap: 8.70 eV
* SMILES: C/C=C(/O)CCO.[H][H]
* LUMO level: 0.627 eV

Now the natural (NBO) charges, all in e: atom 1 (C): -0.628, atom 2 (C): -0.291, atom 3 (C): 0.311, atom 4 (O): -0.700, atom 5 (C): -0.494, atom 6 (C): -0.064, atom 7 (O): -0.746, atom 8 (H): 0.211, atom 9 (H): 0.211, atom 10 (H): 0.199, atom 11 (H): 0.208, atom 12 (H): 0.498, atom 13 (H): 0.228, atom 14 (H): 0.230, atom 15 (H): 0.173, atom 16 (H): 0.173, atom 17 (H): 0.484, atom 18 (H): -0.009, atom 19 (H): 0.006

=====

## two
Below is 3 unconnected molecules or ions with the total composition C5H12O2, with properties calculated with the ωB97M-V functional and the def2-TZVPD basis.

```
! wB97M-V def2-TZVPD RIJCOSX def2/J DEFGRID3
* xyz 0 1
C 0.7568 -1.6399 -0.0302
C 0.2212 -0.4181 -0.3336
C -0.6351 -0.2395 -1.4957
C -1.7547 -0.8077 -1.8911
C -2.4008 -0.4113 -3.2256
H 1.5187 -1.5466 0.7290
H 0.5316 -2.5825 -0.4382
H 0.4362 0.5194 0.1185
H -0.1860 0.5280 -2.0886
H -2.2588 -1.4721 -1.2349
H -3.0903 0.4579 -3.1511
H -2.9968 -1.2872 -3.5345
H -1.6650 -0.2578 -3.9754
O -1.0154 0.0554 2.5638
H -0.2695 0.0718 1.8746
H -0.4915 0.2569 3.2949
O 3.8563 2.6077 2.8979
H 4.6041 3.1742 3.0005
H 4.0159 1.9322 3.5690
*
```

## Properties
* M: 104.149 g mol⁻¹
* HOMO level: -8.92 eV
* orbital gap: 9.53 eV
* SMILES: C=C/C=C/C.O.O
* LUMO level: 0.616 eV

Now the natural (NBO) charges, all in e: atom 1 (C): -0.377, atom 2 (C): -0.216, atom 3 (C): -0.232, atom 4 (C): -0.161, atom 5 (C): -0.640, atom 6 (H): 0.189, atom 7 (H): 0.208, atom 8 (H): 0.200, atom 9 (H): 0.189, atom 10 (H): 0.200, atom 11 (H): 0.219, atom 12 (H): 0.211, atom 13 (H): 0.214, atom 14 (O): -0.925, atom 15 (H): 0.466, atom 16 (H): 0.455, atom 17 (O): -0.931, atom 18 (H): 0.466, atom 19 (H): 0.465

=====

one has the most favorable energy; the next structure is 56.1 kJ/mol above.

=====

## one
Below is 3 unconnected molecules or ions with the total composition C5H12O2, with properties calculated with the ωB97M-V functional and the def2-TZVPD basis.

```
! wB97M-V def2-TZVPD RIJCOSX def2/J DEFGRID3
* xyz 0 1
C -1.4157 -0.4747 -1.3226
C -1.3988 -0.5665 0.0059
C -0.5894 -1.5536 0.7998
C 0.2346 -0.9106 1.9194
H -2.0631 0.2281 -1.8421
H -0.7930 -1.1140 -1.9458
H -2.0373 0.1001 0.5912
H -1.2845 -2.2838 1.2378
H 0.0641 -2.1169 0.1212
H 0.6976 -1.6808 2.5459
H 1.0266 -0.2709 1.5136
H -0.4005 -0.2973 2.5704
C 0.1180 2.1161 -1.2269
O 1.0931 2.0117 -1.9363
H 0.1576 1.9088 -0.1446
H -0.8583 2.4320 -1.6367
O 2.6124 0.7189 0.0563
H 2.6580 -0.1725 -0.3092
H 2.3323 1.2618 -0.7013
*
```

## Properties
* M: 104.149 g mol⁻¹
* HOMO level: -9.92 eV
* orbital gap: 10.58 eV
* SMILES: C=CCC.C=O.O
* LUMO level: 0.663 eV

Now the natural (NBO) charges, all in e: atom 1 (C): -0.421, atom 2 (C): -0.155, atom 3 (C): -0.442, atom 4 (C): -0.616, atom 5 (H): 0.198, atom 6 (H): 0.197, atom 7 (H): 0.191, atom 8 (H): 0.212, atom 9 (H): 0.200, atom 10 (H): 0.210, atom 11 (H): 0.236, atom 12 (H): 0.199, atom 13 (C): 0.294, atom 14 (O): -0.543, atom 15 (H): 0.136, atom 16 (H): 0.119, atom 17 (O): -0.964, atom 18 (H): 0.464, atom 19 (H): 0.487

=====

## two
Below is 3 unconnected molecules or ions with the total composition C5H12O2, with properties calculated with the ωB97M-V functional and the def2-TZVPD basis.

```
! wB97M-V def2-TZVPD RIJCOSX def2/J DEFGRID3
* xyz 0 1
C -0.4482 0.2558 -2.8547
C -0.2610 -0.0039 -1.5616
C -0.2291 1.2720 -0.7349
C 0.3459 1.3844 0.4542
C 0.7018 2.6211 1.0861
H -0.8629 -0.4000 -3.4435
H -0.6019 1.2037 -3.3156
H -0.1645 -0.9753 -1.2554
H -0.7045 2.1410 -1.2356
H 0.5752 0.5637 1.1549
H 0.3441 3.4949 0.5749
H 1.7585 2.7066 1.3551
H 0.1689 2.7005 2.0612
O 1.5633 -3.0524 1.1605
H 0.9111 -2.3840 0.9503
H 1.1561 -3.5939 0.6011
O -1.1121 -2.5100 1.4586
H -2.0702 -2.3959 1.3147
H -1.0706 -3.0282 2.2299
*
```

## Properties
* M: 104.149 g mol⁻¹
* HOMO level: -8.48 eV
* orbital gap: 8.99 eV
* SMILES: C=C/C=C/C.O.O
* LUMO level: 0.514 eV

Now the natural (NBO) charges, all in e: atom 1 (C): -0.381, atom 2 (C): -0.188, atom 3 (C): -0.231, atom 4 (C): -0.161, atom 5 (C): -0.642, atom 6 (H): 0.175, atom 7 (H): 0.179, atom 8 (H): 0.202, atom 9 (H): 0.201, atom 10 (H): 0.199, atom 11 (H): 0.209, atom 12 (H): 0.226, atom 13 (H): 0.210, atom 14 (O): -0.919, atom 15 (H): 0.471, atom 16 (H): 0.448, atom 17 (O): -0.952, atom 18 (H): 0.478, atom 19 (H): 0.477

=====

one has the most favorable energy; the next structure is 140.1 kJ/mol above.

=====

## one
Below is 2 unconnected molecules or ions with the total composition C5H15N3, with properties calculated with the ωB97M-V functional and the def2-TZVPD basis.

```
! wB97M-V def2-TZVPD RIJCOSX def2/J DEFGRID3
* xyz 0 1
C 0.1410 -1.1924 0.2285
N -0.3360 -0.7496 1.5555
C -1.6564 -0.3227 1.2734
N -2.5302 0.4970 -1.0776
C 0.4875 0.0771 -0.6019
C 0.5302 0.0564 -2.0551
N 1.3201 0.9889 0.1969
C 2.5212 0.4445 0.8800
H 1.0069 -1.8881 0.3213
H -0.6606 -1.6215 -0.3649
H -1.9648 0.1639 2.1711
H -2.4087 -0.9741 0.9687
H -1.8688 0.5323 0.4280
H -3.2221 -0.1322 -1.2099
H -2.4780 1.3161 -1.6937
H -0.4057 0.6684 -0.3728
H -0.2846 -0.4442 -2.4942
H 0.4473 1.0512 -2.4903
H 1.5102 -0.3911 -2.4245
H 0.6877 1.3559 1.0198
H 2.1194 -0.4386 1.4449
H 3.0946 1.2594 1.5221
H 3.1092 0.0109 0.1017
*
```

## Properties
* M: 117.196 g mol⁻¹
* HOMO level: -8.51 eV
* orbital gap: 6.13 eV
* LUMO level: -2.383 eV

Now the natural (NBO) charges, all in e: atom 1 (C): -0.327, atom 2 (N): -0.148, atom 3 (C): -0.464, atom 4 (N): -1.069, atom 5 (C): -0.056, atom 6 (C): -0.615, atom 7 (N): -0.620, atom 8 (C): -0.423, atom 9 (H): 0.209, atom 10 (H): 0.214, atom 11 (H): 0.209, atom 12 (H): 0.237, atom 13 (H): 0.347, atom 14 (H): 0.335, atom 15 (H): 0.357, atom 16 (H): 0.230, atom 17 (H): 0.236, atom 18 (H): 0.233, atom 19 (H): 0.194, atom 20 (H): 0.347, atom 21 (H): 0.173, atom 22 (H): 0.212, atom 23 (H): 0.188

=====

## two
Below is a single C5H15N3 molecule, with properties calculated with the ωB97M-V functional and the def2-TZVPD basis.

```
! wB97M-V def2-TZVPD RIJCOSX def2/J DEFGRID3
* xyz 0 1
C -1.6879 2.2707 1.1045
N -0.3738 1.9085 0.5991
C 0.0363 0.5584 0.9007
C -0.6560 -0.4823 -0.0163
N -0.6956 -1.7517 0.7587
C 0.0366 -0.6741 -1.3771
C 1.5525 -0.4946 -1.4699
N 2.3611 -1.3871 -0.6462
H -1.6910 3.0091 1.9182
H -2.3657 2.6774 0.3504
H -2.1575 1.3902 1.5504
H 0.2665 2.6569 0.8042
H -0.2391 0.2324 1.8975
H 1.0932 0.4672 0.8026
H -1.7038 -0.2719 -0.1916
H -1.5186 -2.2954 0.5450
H 0.1110 -2.3503 0.6632
H -0.3895 0.0605 -2.0497
H -0.1607 -1.6902 -1.7283
H 1.8838 0.5230 -1.2540
H 1.8135 -0.7072 -2.5001
H 2.3784 -2.3326 -0.9890
H 2.1064 -1.3168 0.3275
*
```

## Properties
* M: 117.196 g mol⁻¹
* HOMO level: -8.52 eV
* orbital gap: 9.61 eV
* SMILES: CNC[C@H](N)CCN
* LUMO level: 1.097 eV

Now the natural (NBO) charges, all in e: atom 1 (C): -0.418, atom 2 (N): -0.648, atom 3 (C): -0.224, atom 4 (C): -0.055, atom 5 (N): -0.865, atom 6 (C): -0.430, atom 7 (C): -0.221, atom 8 (N): -0.851, atom 9 (H): 0.183, atom 10 (H): 0.186, atom 11 (H): 0.190, atom 12 (H): 0.368, atom 13 (H): 0.184, atom 14 (H): 0.189, atom 15 (H): 0.196, atom 16 (H): 0.361, atom 17 (H): 0.354, atom 18 (H): 0.213, atom 19 (H): 0.197, atom 20 (H): 0.188, atom 21 (H): 0.194, atom 22 (H): 0.358, atom 23 (H): 0.350

=====

two has the most favorable energy; the next structure is 682.8 kJ/mol above.

=====

## one
Below is a single C5H15N3 molecule, with properties calculated with the ωB97M-V functional and the def2-TZVPD basis.

```
! wB97M-V def2-TZVPD RIJCOSX def2/J DEFGRID3
* xyz 0 1
N 2.2228 1.6472 -1.1358
C 0.8166 1.3984 -1.4366
C 0.6882 0.0113 -2.1000
C 0.5670 -1.1892 -1.0710
N -0.8128 -1.2702 -0.4233
C -0.6741 -1.2352 1.1490
C -1.8679 -0.4085 1.7803
N -1.4064 0.3389 2.9379
H 2.4916 2.3637 -1.8101
H 2.3898 2.0268 -0.2619
H 0.1946 1.3595 -0.5742
H 0.2927 2.1269 -2.1820
H 1.6205 -0.2717 -2.7343
H -0.1233 -0.1457 -2.7666
H 1.2186 -1.1105 -0.1420
H 0.8999 -2.1097 -1.4156
H -1.4362 -0.4546 -0.6402
H -0.2928 -2.1222 1.6014
H 0.1720 -0.6705 1.3490
H -2.4153 0.1104 0.9962
H -2.6284 -1.0818 2.2434
H -0.6260 0.9031 2.8205
H -1.2912 -0.2163 3.8158
*
```

## Properties
* M: 117.196 g mol⁻¹
* HOMO level: -8.51 eV
* orbital gap: 9.44 eV
* SMILES: NCCCNCCN
* LUMO level: 0.924 eV

Now the natural (NBO) charges, all in e: atom 1 (N): -0.831, atom 2 (C): -0.230, atom 3 (C): -0.418, atom 4 (C): -0.208, atom 5 (N): -0.646, atom 6 (C): -0.237, atom 7 (C): -0.225, atom 8 (N): -0.846, atom 9 (H): 0.357, atom 10 (H): 0.357, atom 11 (H): 0.186, atom 12 (H): 0.175, atom 13 (H): 0.214, atom 14 (H): 0.204, atom 15 (H): 0.163, atom 16 (H): 0.189, atom 17 (H): 0.345, atom 18 (H): 0.197, atom 19 (H): 0.154, atom 20 (H): 0.188, atom 21 (H): 0.197, atom 22 (H): 0.351, atom 23 (H): 0.366

=====

## two
Below is a single C5H15N3 molecule, with properties calculated with the ωB97M-V functional and the def2-TZVPD basis.

```
! wB97M-V def2-TZVPD RIJCOSX def2/J DEFGRID3
* xyz 0 1
C 0.4240 2.9272 0.7244
N 0.3668 1.4744 1.2656
C 1.1928 0.6257 0.3921
C 0.5447 -0.7801 0.0591
C 1.5425 -1.6881 -0.7432
N -0.5433 -0.4508 -0.8128
C -1.8216 -1.2022 -0.7714
N -2.6506 -1.0128 0.4134
H -0.2529 3.1818 -0.0233
H 0.1265 3.5670 1.5924
H 1.4409 3.1628 0.4158
H -0.5454 1.1826 1.2534
H 2.1350 0.2436 0.9550
H 1.5978 0.9285 -0.6290
H 0.3244 -1.3834 0.8917
H 1.2359 -2.7169 -0.8187
H 2.5064 -1.7523 -0.1873
H 1.7353 -1.3296 -1.7430
H -0.2447 -0.2485 -1.7512
H -2.2762 -1.1135 -1.7793
H -1.5585 -2.3173 -0.5872
H -2.1928 -1.1982 1.3617
H -3.0871 -0.0998 0.5218
*
```

## Properties
* M: 117.196 g mol⁻¹
* HOMO level: -8.44 eV
* orbital gap: 9.54 eV
* SMILES: CNC[C@H](C)NCN
* LUMO level: 1.096 eV

Now the natural (NBO) charges, all in e: atom 1 (C): -0.416, atom 2 (N): -0.619, atom 3 (C): -0.216, atom 4 (C): -0.059, atom 5 (C): -0.622, atom 6 (N): -0.677, atom 7 (C): -0.043, atom 8 (N): -0.860, atom 9 (H): 0.179, atom 10 (H): 0.192, atom 11 (H): 0.196, atom 12 (H): 0.353, atom 13 (H): 0.171, atom 14 (H): 0.179, atom 15 (H): 0.197, atom 16 (H): 0.213, atom 17 (H): 0.205, atom 18 (H): 0.197, atom 19 (H): 0.365, atom 20 (H): 0.200, atom 21 (H): 0.145, atom 22 (H): 0.366, atom 23 (H): 0.355

=====

two has the most favorable energy; the next structure is 39.3 kJ/mol above.

=====

## one
Below is a single C5H15N3 molecule, with properties calculated with the ωB97M-V functional and the def2-TZVPD basis.

```
! wB97M-V def2-TZVPD RIJCOSX def2/J DEFGRID3
* xyz 0 1
C -0.6682 2.7199 -0.3666
C -1.4315 1.4155 -0.4922
N -2.6741 1.5095 0.3427
C -0.6910 0.0793 -0.3049
N 0.6595 0.3574 0.2793
C 1.6624 -0.7237 0.0762
C 1.1685 -2.1457 0.4479
N 1.9416 -3.2437 -0.0837
H -0.5891 3.0341 0.6799
H 0.3521 2.8469 -0.7674
H -1.1862 3.4958 -0.9259
H -1.7920 1.3440 -1.5443
H -2.5207 1.0321 1.2168
H -2.9013 2.4939 0.3138
H -0.5308 -0.3488 -1.3087
H -1.2613 -0.6625 0.2563
H 0.4841 0.3149 1.2822
H 2.3049 -0.5579 0.9673
H 2.2542 -0.6364 -0.8164
H 0.1517 -2.3095 0.0643
H 1.1610 -2.1600 1.5414
H 2.0060 -3.3501 -1.0814
H 2.8399 -3.3681 0.3558
*
```

## Properties
* M: 117.196 g mol⁻¹
* HOMO level: -8.52 eV
* orbital gap: 9.48 eV
* SMILES: C[C@H](N)CNCCN
* LUMO level: 0.959 eV

Now the natural (NBO) charges, all in e: atom 1 (C): -0.633, atom 2 (C): -0.059, atom 3 (N): -0.850, atom 4 (C): -0.240, atom 5 (N): -0.610, atom 6 (C): -0.239, atom 7 (C): -0.230, atom 8 (N): -0.853, atom 9 (H): 0.204, atom 10 (H): 0.231, atom 11 (H): 0.203, atom 12 (H): 0.173, atom 13 (H): 0.359, atom 14 (H): 0.365, atom 15 (H): 0.194, atom 16 (H): 0.184, atom 17 (H): 0.336, atom 18 (H): 0.183, atom 19 (H): 0.193, atom 20 (H): 0.182, atom 21 (H): 0.184, atom 22 (H): 0.366, atom 23 (H): 0.358

=====

## two
Below is 2 unconnected molecules or ions with the total composition C5H15N3, with properties calculated with the ωB97M-V functional and the def2-TZVPD basis.

```
! wB97M-V def2-TZVPD RIJCOSX def2/J DEFGRID3
* xyz 0 1
C -1.2415 0.4210 1.0750
C -1.8399 -0.1711 -0.0279
N -2.4014 -1.4716 0.0752
N -2.3883 0.6428 -1.0544
H -1.2379 -0.1124 2.0169
H -1.3684 1.4874 1.1997
H -1.9614 -2.0310 0.7940
H -2.3901 -1.9692 -0.8074
H -3.0791 1.2979 -0.7053
H -2.7743 0.1280 -1.8354
C 2.1633 1.4073 -0.1689
C 1.3485 0.1369 -0.0291
C 2.0690 -0.9884 0.6916
N 0.7320 -0.3048 -1.2176
H 3.0366 1.2339 -0.8030
H 1.5677 2.1950 -0.6327
H 2.5172 1.7538 0.8030
H 0.3109 0.4059 0.7115
H 1.4103 -1.8466 0.8217
H 2.9346 -1.3181 0.1121
H 2.4183 -0.6645 1.6718
H -0.2388 -0.7171 -0.9185
H 0.4127 0.4849 -1.7722
*
```

## Properties
* M: 117.196 g mol⁻¹
* HOMO level: -7.12 eV
* orbital gap: 7.87 eV
* SMILES: C=C(N)N.CC(C)N
* LUMO level: 0.750 eV

Now the natural (NBO) charges, all in e: atom 1 (C): -0.571, atom 2 (C): 0.271, atom 3 (N): -0.818, atom 4 (N): -0.850, atom 5 (H): 0.214, atom 6 (H): 0.222, atom 7 (H): 0.376, atom 8 (H): 0.362, atom 9 (H): 0.381, atom 10 (H): 0.367, atom 11 (C): -0.617, atom 12 (C): -0.049, atom 13 (C): -0.614, atom 14 (N): -0.805, atom 15 (H): 0.202, atom 16 (H): 0.204, atom 17 (H): 0.211, atom 18 (H): 0.203, atom 19 (H): 0.200, atom 20 (H): 0.204, atom 21 (H): 0.203, atom 22 (H): 0.343, atom 23 (H): 0.360

=====

## three
Below is a molecular structure, C5H15N3, with properties calculated with the ωB97M-V functional and the def2-TZVPD basis.

```
! wB97M-V def2-TZVPD RIJCOSX def2/J DEFGRID3
* xyz 0 1
N -1.4821 -1.0328 1.4500
C -0.4406 -1.1246 0.4851
C -0.9665 -0.6296 -0.8694
C -1.2766 0.8837 -1.0287
N -2.3927 1.2768 -0.2208
C 0.7976 -0.2883 0.8307
N 1.9716 -0.5516 -0.2516
C 3.1096 0.3763 -0.3918
H -1.3091 -1.1285 2.4364
H -2.3802 -1.4005 1.1872
H 0.0492 -2.0901 0.2978
H -0.2786 -0.8652 -1.6823
H -1.8785 -1.1849 -1.1225
H -0.2729 1.3347 -0.9378
H -1.4891 0.9338 -2.0988
H -2.2764 1.0973 0.7625
H -2.8003 2.1657 -0.4609
H 1.2269 -0.7273 1.7304
H 0.4189 0.6693 1.2666
H 1.4072 0.4199 0.0447
H 3.6709 0.1057 -1.2757
H 3.8317 0.3627 0.4382
H 2.7599 1.3974 -0.5894
*
```

## Properties
* M: 117.196 g mol⁻¹
* HOMO level: -8.15 eV
* orbital gap: 9.16 eV
* LUMO level: 1.010 eV

Now the natural (NBO) charges, all in e: atom 1 (N): -0.873, atom 2 (C): -0.048, atom 3 (C): -0.403, atom 4 (C): -0.216, atom 5 (N): -0.867, atom 6 (C): -0.368, atom 7 (N): -0.659, atom 8 (C): -0.431, atom 9 (H): 0.376, atom 10 (H): 0.386, atom 11 (H): 0.182, atom 12 (H): 0.230, atom 13 (H): 0.197, atom 14 (H): 0.140, atom 15 (H): 0.196, atom 16 (H): 0.384, atom 17 (H): 0.365, atom 18 (H): 0.215, atom 19 (H): 0.220, atom 20 (H): 0.429, atom 21 (H): 0.216, atom 22 (H): 0.164, atom 23 (H): 0.164

=====

one has the most favorable energy; the next structure is 57.0 kJ/mol above.